[1]
{"formula": "C20H38N3O3Si2Y", "method": "ωB97M-V/def2-TZVPD", "symbols": ["Y", "Si", "Si", "O", "O", "O", "N", "N", "N", "C", "C", "C", "C", "C", "C", "C", "C", "C", "C", "C", "C", "C", "C", "C", "C", "C", "C", "C", "C", "H", "H", "H", "H", "H", "H", "H", "H", "H", "H", "H", "H", "H", "H", "H", "H", "H", "H", "H", "H", "H", "H", "H", "H", "H", "H", "H", "H", "H", "H", "H", "H", "H", "H", "H", "H", "H", "H"], "coordinates": [[-1.314821, 0.745495, -0.313225], [1.879551, -1.064777, -0.705982], [1.487245, 2.136677, -0.860319], [-1.453349, -0.568742, 1.748937], [-2.333703, -1.234340, -0.482677], [-1.167716, 1.903483, 1.643698], [-0.532211, 2.218795, 3.785655], [-2.760739, -3.394917, -0.013762], [-1.061110, 0.833153, -2.630028], [-1.062255, 0.540499, -4.991325], [-1.680581, 0.904830, -3.820121], [0.812641, 0.408754, -1.161303], [0.958149, -2.619522, -1.242164], [2.258543, 2.307711, 0.838790], [-2.727506, -4.560016, 0.870872], [-0.307448, 3.654770, 3.585222], [-0.934298, 1.457664, 2.799449], [2.686427, 2.705464, -2.167820], [0.250137, 0.077223, -4.922291], [-2.338877, -2.205633, 0.326837], [2.048232, -1.153843, 1.167758], [0.019796, 3.360454, -0.987584], [-3.213354, -3.642566, -1.388020], [-1.817438, -1.940798, 1.737210], [-1.131509, -0.036140, 3.026322], [-0.278631, 1.737898, 5.144312], [0.891826, 0.005311, -3.703299], [0.224752, 0.399193, -2.539691], [3.603044, -1.072406, -1.434535], [1.650376, 1.881348, 1.639486], [-1.062593, 4.218200, 4.131658], [-0.872111, 3.280245, -0.346923], [-2.365251, -3.939900, -2.004755], [-0.360459, 3.890237, 2.529011], [-3.732892, -4.966847, 0.961994], [3.005020, 3.732565, -1.978097], [0.769625, -0.214316, -5.825943], [2.470437, -2.120357, 1.452541], [-1.587426, 0.619210, -5.931593], [-0.946549, -2.567345, 1.953217], [-2.073252, -5.317426, 0.440492], [0.783425, 1.827837, 5.368939], [4.192548, -1.878949, -0.992771], [2.416873, 3.366115, 1.059269], [-0.313214, 3.460229, -2.021825], [-2.700188, 1.269353, -3.813816], [-0.585754, 0.705076, 5.271193], [-1.954483, -0.210206, 3.725813], [3.614859, -1.225224, -2.514577], [-0.843253, 2.353374, 5.842655], [-0.221883, -0.499486, 3.416786], [0.430125, 4.331024, -0.693668], [-2.594040, -2.135022, 2.482113], [0.678366, 3.905339, 3.973333], [0.101229, -2.808030, -0.586910], [4.127653, -0.137567, -1.223536], [1.601637, -3.499513, -1.187818], [-3.665083, -2.744456, -1.794869], [2.700015, -0.381251, 1.575685], [-3.945102, -4.445465, -1.364758], [2.246530, 2.673979, -3.166251], [1.072413, -1.063416, 1.654232], [1.918658, -0.323905, -3.632333], [3.580657, 2.079348, -2.175620], [-2.361609, -4.301693, 1.859004], [0.582008, -2.542966, -2.264859], [3.237894, 1.826186, 0.872582]], "forces_ev_per_angstrom": [[0.064, 0.082, 0.135], [-0.007, -0.110, 0.036], [0.043, 0.088, 0.013], [-0.024, 0.006, -0.009], [-0.031, -0.143, 0.060], [0.022, -0.044, -0.018], [0.002, 0.049, -0.004], [0.028, 0.021, 0.018], [-0.032, 0.052, -0.012], [-0.048, 0.018, 0.042], [-0.001, -0.029, -0.041], [0.050, -0.026, -0.037], [-0.006, 0.059, 0.017], [0.006, -0.008, -0.036], [0.005, 0.020, -0.019], [0.002, -0.049, -0.002], [-0.011, -0.029, 0.030], [-0.012, -0.049, 0.018], [0.028, -0.010, -0.014], [0.047, 0.113, -0.004], [-0.017, 0.014, -0.032], [-0.037, -0.024, 0.018], [0.006, 0.006, 0.023], [-0.044, -0.079, -0.123], [-0.004, 0.076, 0.008], [-0.016, -0.004, -0.033], [0.019, -0.009, 0.015], [-0.043, -0.021, 0.021], [-0.038, 0.066, 0.031], [-0.008, 0.001, 0.000], [-0.001, 0.007, -0.005], [0.031, -0.028, -0.002], [-0.007, -0.002, -0.012], [0.001, 0.013, 0.003], [0.002, -0.007, 0.011], [-0.009, 0.006, 0.007], [0.008, -0.001, 0.002], [0.010, -0.003, -0.005], [0.007, -0.004, -0.006], [-0.001, 0.009, -0.008], [-0.006, -0.003, 0.000], [0.000, -0.001, 0.009], [-0.019, -0.017, 0.012], [0.000, 0.003, 0.000], [0.000, 0.019, -0.002], [0.002, 0.003, -0.003], [0.001, -0.001, 0.004], [-0.001, -0.014, -0.007], [0.000, 0.014, -0.009], [0.009, -0.005, 0.011], [0.003, -0.003, -0.006], [0.000, 0.011, -0.025], [-0.004, 0.011, -0.005], [-0.002, 0.013, -0.003], [-0.015, -0.004, -0.007], [0.015, -0.006, -0.010], [0.025, 0.010, -0.007], [0.004, -0.003, -0.012], [0.001, 0.005, -0.001], [0.000, 0.000, -0.007], [-0.006, 0.000, -0.001], [-0.001, -0.006, 0.010], [0.004, -0.006, -0.031], [0.002, -0.001, -0.013], [-0.003, -0.006, 0.010], [0.012, -0.028, -0.002], [-0.005, -0.011, 0.006]], "mulliken_charge": [0.99, -0.43, 0.54, 0.39, -0.93, -0.85, 0.13, 0.12, -0.08, -0.74, -0.62, 1.79, -0.84, -0.97, -0.98, -0.93, 0.85, -1.17, -0.57, 0.65, -0.73, -1.18, -0.96, -1.06, -1.32, -0.98, -0.47, -0.63, -1.14, 0.11, 0.37, 0.22, 0.31, 0.23, 0.36, 0.39, 0.51, 0.49, 0.50, 0.62, 0.36, 0.36, 0.43, 0.43, 0.32, 0.50, 0.39, 0.60, 0.39, 0.34, 0.68, 0.50, 0.61, 0.35, -0.06, 0.32, 0.57, 0.33, 0.35, 0.35, 0.36, -0.26, 0.35, 0.30, 0.39, 0.35, 0.41], "spin_multiplicity": 1, "gap_ev": 8.18, "e_tot_ev": -48760.089, "charge": 2}

[2]
{"formula": "C20H38N8O3Sc", "method": "ωB97M-V/def2-TZVPD", "symbols": ["Sc", "O", "O", "O", "N", "N", "N", "N", "N", "N", "N", "N", "C", "C", "C", "C", "C", "C", "C", "C", "C", "C", "C", "C", "C", "C", "C", "C", "C", "C", "C", "C", "H", "H", "H", "H", "H", "H", "H", "H", "H", "H", "H", "H", "H", "H", "H", "H", "H", "H", "H", "H", "H", "H", "H", "H", "H", "H", "H", "H", "H", "H", "H", "H", "H", "H", "H", "H", "H", "H"], "coordinates": [[0.390600, -1.412212, -0.651244], [-1.115788, -2.795445, -0.989364], [-0.582390, 0.175512, -0.267239], [-1.560547, 1.683896, 1.050654], [4.131449, 0.798428, -0.107171], [0.675727, -1.684774, -2.941951], [2.406025, -0.690402, -0.549096], [-2.373959, -2.601406, -2.824190], [-0.373620, -1.673440, 1.569852], [-5.785638, 2.741017, 3.924988], [-3.827282, 2.134602, 2.838990], [-4.961828, 4.034291, 2.213529], [4.721783, 3.016707, 0.862304], [2.136481, -2.242716, -4.760430], [3.272772, 1.869464, -2.197476], [2.977747, -0.235807, 1.770547], [5.031951, 1.534781, 0.809266], [-3.411252, 1.096696, 3.780975], [3.186098, -0.019822, 0.304052], [4.359382, 1.033506, -1.542023], [-1.156435, -0.155784, 3.362719], [-2.678482, -4.566194, -1.421870], [-1.315247, -0.553921, 1.889287], [-0.172952, -1.798138, -5.167550], [-0.353555, -1.605239, -3.809576], [-4.853411, 2.965953, 3.001891], [-2.017053, -3.268042, -1.741283], [-1.149901, 0.569901, 0.869096], [-1.729902, -1.353783, -3.246174], [-1.882186, 1.067969, 3.921354], [1.886810, -2.018187, -3.420401], [1.086775, -2.112253, -5.654331], [6.045021, 1.360019, 0.443704], [-1.421537, -1.038428, 3.952550], [-0.850876, -2.568039, 1.678603], [5.323345, 1.534637, -1.618016], [-5.786011, 4.611821, 2.222477], [1.241779, -2.263795, -6.713501], [-2.341345, -5.324315, -2.131053], [3.700706, 3.200803, 1.197111], [-2.408154, -4.879630, -0.418862], [3.220640, 2.858152, -1.747330], [-5.846828, 1.861094, 4.407983], [-3.189569, 2.308446, 2.069168], [-3.809575, 0.130845, 3.459795], [2.685387, -2.130933, -2.695991], [-3.851025, 1.316071, 4.752218], [-2.366804, -0.902640, -4.004675], [4.493942, 0.067118, -2.038030], [2.281865, 1.414191, -2.116380], [2.701153, -0.498196, -1.503934], [-1.468848, 1.979202, 3.492030], [2.783393, 0.699520, 2.292366], [3.858518, -0.696183, 2.219210], [0.352137, -1.679371, 2.288784], [4.976698, 1.084067, 1.794472], [-4.198171, 4.328654, 1.628697], [5.402198, 3.501707, 1.558988], [-1.015324, -1.705512, -5.838489], [-3.761769, -4.486679, -1.508715], [3.129824, -2.512503, -5.086746], [-0.088018, 0.007451, 3.546163], [-1.707521, -0.658339, -2.399409], [-1.634152, 1.101672, 4.982303], [-2.326912, -0.932509, 1.698732], [3.507836, 1.991241, -3.253197], [-6.508706, 3.416908, 4.110496], [4.856414, 3.494460, -0.107006], [-3.095101, -3.000749, -3.410706], [2.153222, -0.925413, 1.918053]], "forces_ev_per_angstrom": [[0.013, -0.234, -0.092], [-0.029, -0.134, 0.016], [-0.289, 0.462, 0.326], [-0.196, 0.163, 0.055], [0.093, 0.022, 0.086], [0.062, -0.038, 0.219], [0.033, -0.115, 0.028], [-0.077, -0.110, -0.060], [0.176, -0.077, 0.079], [0.001, -0.067, 0.047], [-0.027, 0.195, 0.004], [0.014, 0.096, -0.051], [-0.023, 0.066, -0.012], [-0.058, 0.025, 0.078], [-0.048, 0.019, -0.089], [0.050, -0.075, 0.020], [0.041, -0.205, -0.069], [-0.056, -0.023, -0.030], [-0.034, -0.035, -0.116], [0.101, -0.005, 0.076], [0.107, -0.071, 0.021], [-0.011, 0.035, -0.053], [-0.091, -0.137, 0.085], [-0.033, 0.009, 0.065], [0.130, 0.027, -0.034], [-0.025, -0.146, -0.048], [0.125, 0.090, 0.085], [0.240, -0.173, -0.491], [-0.159, 0.127, 0.077], [0.054, 0.032, 0.055], [0.018, -0.039, -0.118], [0.028, -0.016, -0.028], [-0.005, 0.029, 0.038], [-0.048, 0.029, 0.002], [0.038, 0.117, -0.056], [-0.065, 0.012, -0.041], [0.003, -0.012, 0.008], [0.003, -0.003, -0.029], [0.010, -0.027, 0.004], [-0.025, -0.008, 0.023], [-0.012, -0.012, 0.002], [-0.011, 0.025, 0.010], [-0.004, 0.043, -0.023], [-0.010, -0.044, 0.029], [0.019, -0.039, 0.021], [-0.022, 0.003, -0.029], [-0.004, 0.030, 0.009], [0.031, -0.018, 0.018], [-0.014, -0.006, -0.011], [0.073, 0.087, -0.031], [-0.048, -0.019, 0.110], [-0.015, -0.026, 0.012], [-0.031, 0.022, 0.013], [0.015, 0.024, -0.009], [-0.142, -0.047, -0.113], [-0.004, 0.031, 0.025], [-0.002, -0.002, 0.015], [0.019, 0.018, 0.029], [-0.020, 0.006, -0.031], [-0.004, -0.007, -0.010], [0.022, -0.005, -0.015], [0.003, 0.011, -0.030], [0.035, -0.082, -0.104], [-0.005, -0.009, 0.002], [0.021, 0.065, 0.088], [-0.030, 0.033, -0.045], [0.026, 0.008, -0.002], [0.011, 0.001, -0.029], [0.055, 0.048, 0.021], [0.003, 0.058, -0.003]], "mulliken_charge": [0.99, -0.51, -0.41, -0.74, 0.18, 0.34, -0.10, -0.02, -0.48, -0.37, -0.01, -0.36, -1.04, -1.04, -0.68, -1.46, -0.71, -0.77, 1.27, -1.18, -0.97, -1.39, 0.53, -0.87, 0.89, 0.82, 0.71, 0.26, -1.09, -1.17, -0.35, -0.31, 0.39, 0.42, 0.34, 0.46, 0.21, 0.46, 0.35, 0.28, 0.34, 0.34, 0.20, 0.17, 0.38, 0.75, 0.50, 0.64, 0.52, 0.11, -0.18, 0.50, 0.37, 0.52, 0.29, 0.40, 0.19, 0.41, 0.47, 0.44, 0.46, 0.43, 0.03, 0.46, 0.29, 0.38, 0.22, 0.32, 0.29, -0.13], "spin_multiplicity": 1, "gap_ev": 9.44, "e_tot_ev": -60104.971, "charge": 3}

[3]
{"formula": "C20H38NOSbSe2Te2W", "method": "ωB97M-V/def2-TZVPD", "symbols": ["W", "Te", "Te", "Sb", "Se", "Se", "O", "N", "C", "C", "C", "C", "C", "C", "C", "C", "C", "C", "C", "C", "C", "C", "C", "C", "C", "C", "C", "C", "H", "H", "H", "H", "H", "H", "H", "H", "H", "H", "H", "H", "H", "H", "H", "H", "H", "H", "H", "H", "H", "H", "H", "H", "H", "H", "H", "H", "H", "H", "H", "H", "H", "H", "H", "H", "H", "H"], "coordinates": [[0.867441, -1.974913, 1.625926], [2.350310, -1.272480, 3.626074], [3.498857, -2.797270, 1.729116], [0.037286, 1.975583, -0.174689], [-1.082141, -1.452210, 2.594018], [1.425453, -0.182498, -0.026659], [-0.862761, -2.327853, -0.706932], [0.459586, -4.123929, 1.450976], [2.480000, 3.311211, -1.373447], [1.873398, 2.800936, 2.095853], [-0.075230, -6.097993, 2.683681], [1.269269, -4.198915, -0.866308], [-1.122621, -3.571529, -1.375821], [1.108951, 2.861711, -1.869455], [0.417364, 3.021525, 1.703105], [-2.686349, 0.660751, 0.352441], [0.133365, 4.504615, 1.447449], [0.023569, -4.733772, 2.574231], [0.717994, -6.255564, 0.442673], [0.278364, -6.879867, 1.593982], [-2.256403, 1.221866, -2.034673], [1.259752, 1.822235, -2.974796], [0.158892, -4.169828, -1.923052], [0.813026, -4.874409, 0.390421], [-0.518891, 2.473949, 2.771251], [-2.737801, 3.067185, -0.383637], [0.289830, 4.062034, -2.356231], [-2.084143, 1.697133, -0.589844], [-2.258359, -0.328415, 0.191286], [1.599556, -3.177899, -0.650836], [-0.045491, -5.181155, -2.282492], [-2.299949, 3.850485, -1.005626], [0.813477, 4.941471, 0.717637], [0.302135, 1.480530, -3.362804], [3.038600, 3.700833, -2.229490], [0.127787, 4.803336, -1.573105], [-1.571962, -4.216038, -0.621463], [-2.572679, 0.937514, 1.401796], [-0.294968, 2.989907, 3.710468], [-0.426164, -6.533327, 3.608242], [-0.893887, 4.687038, 1.127765], [2.145321, -4.717675, -1.258066], [2.411793, 4.113357, -0.641785], [1.848074, 0.958288, -2.662855], [-2.701162, 3.389613, 0.657492], [0.279015, 5.047437, 2.386805], [2.095621, 1.748467, 2.267210], [-1.859045, -3.430125, -2.167709], [-1.569020, 2.656663, 2.542541], [3.060235, 2.490166, -0.949650], [-3.323270, 1.065939, -2.218878], [0.849543, 4.555929, -3.155667], [-3.792978, 2.980462, -0.659709], [-0.371447, 1.406497, 2.939623], [2.054628, 3.339780, 3.031418], [1.797242, 2.296160, -3.801929], [1.007033, -6.831989, -0.426829], [-1.905645, 1.949268, -2.763770], [0.212634, -7.958857, 1.642966], [-0.243388, -4.091920, 3.398653], [0.509305, -3.597998, -2.786219], [-0.443914, -1.720421, -1.331076], [2.571503, 3.183649, 1.354805], [-0.675467, 3.773307, -2.775799], [-1.751987, 0.272551, -2.222776], [-3.759087, 0.599469, 0.144176]], "forces_ev_per_angstrom": [[-0.354, 0.421, -0.231], [-0.211, -0.144, -0.203], [0.292, -0.033, -0.013], [0.194, -0.264, 0.044], [0.224, 0.019, 0.033], [-0.186, -0.092, 0.183], [0.101, -0.018, 0.098], [0.045, 0.150, 0.096], [-0.001, -0.029, -0.057], [-0.032, 0.026, 0.034], [-0.024, -0.052, 0.063], [-0.002, -0.073, -0.005], [-0.024, 0.018, -0.022], [-0.096, 0.126, 0.010], [-0.021, 0.182, -0.078], [0.059, 0.088, 0.055], [-0.022, -0.017, 0.073], [-0.020, -0.020, 0.043], [0.014, -0.020, -0.036], [-0.002, -0.060, -0.016], [0.086, 0.075, 0.056], [0.031, 0.018, -0.008], [0.021, -0.022, -0.048], [0.028, -0.048, -0.083], [0.003, 0.015, 0.055], [0.045, -0.028, -0.011], [0.026, -0.061, -0.012], [-0.250, -0.101, -0.176], [0.000, -0.007, -0.012], [0.036, 0.090, 0.017], [0.001, 0.013, 0.010], [-0.020, -0.031, -0.016], [0.027, 0.009, -0.034], [-0.055, -0.039, -0.014], [-0.013, -0.013, 0.014], [-0.011, 0.021, 0.014], [-0.018, -0.013, 0.026], [-0.017, -0.025, -0.019], [-0.025, -0.022, -0.023], [0.005, 0.002, -0.013], [0.033, 0.011, 0.005], [0.000, -0.002, -0.003], [0.010, 0.050, 0.035], [-0.006, 0.018, 0.013], [-0.019, -0.023, 0.004], [0.005, -0.030, -0.024], [0.010, -0.078, 0.026], [-0.005, 0.025, -0.005], [-0.007, -0.002, 0.008], [0.020, -0.019, -0.003], [0.021, 0.011, 0.031], [0.014, -0.020, 0.013], [0.026, 0.012, 0.003], [0.010, -0.039, 0.002], [-0.005, -0.021, -0.031], [-0.025, -0.016, 0.014], [-0.006, 0.015, 0.022], [0.012, 0.049, -0.032], [0.002, 0.014, 0.003], [-0.017, 0.017, 0.055], [-0.003, -0.010, 0.002], [0.000, -0.002, -0.007], [0.024, 0.023, 0.006], [0.041, -0.005, 0.039], [0.010, -0.031, 0.032], [0.023, 0.011, -0.004]], "mulliken_charge": [-0.15, 0.05, -0.08, 1.27, -0.08, 0.09, -0.16, 0.44, -1.79, -1.33, -0.88, -0.53, -0.79, 1.40, 1.31, -1.17, -1.46, -0.16, -0.72, -0.47, -1.58, -1.50, -0.81, 0.72, -1.40, -1.64, -1.52, 1.52, -0.14, -0.20, 0.46, 0.34, 0.30, 0.31, 0.55, 0.33, 0.45, 0.32, 0.54, 0.46, 0.29, 0.50, 0.35, 0.33, 0.35, 0.54, 0.04, 0.40, 0.29, 0.34, 0.54, 0.53, 0.54, 0.09, 0.51, 0.50, 0.53, 0.35, 0.46, 0.44, 0.42, 0.14, 0.30, 0.30, 0.12, 0.49], "spin_multiplicity": 1, "gap_ev": [5.43, 5.43], "e_tot_ev": -178523.267, "charge": 2}

> Which formula does entry 1 have?

C20H38N3O3Si2Y